Molecular formula: C4H12NP
Method: DFT, ωB97M-V/def2-TZVPD

Atoms and positions in Å:
1 C -2.471504 0.126481 0.388320
2 C -1.369575 -0.509359 -0.431326
3 P 0.307701 -0.210257 -0.068971
4 C 1.352800 -1.274092 -1.085151
5 C 1.203375 1.454700 -0.129220
6 N 0.863633 -0.482494 1.557594
7 H -2.676490 -0.238190 1.310119
8 H -3.438394 0.114039 -0.195447
9 H -2.221280 1.161728 0.615542
10 H -1.639292 -0.812386 -1.478272
11 H 1.689926 -2.219147 -0.498894
12 H 0.847007 -1.605284 -1.980580
13 H 2.232018 -0.689993 -1.295758
14 H 1.883863 1.262266 0.617977
15 H 1.606235 1.619835 -1.144393
16 H 0.399646 2.159403 0.185257
17 H 0.546248 -1.400286 2.020110
18 H 0.796026 0.368933 2.220081

Forces on atoms 1 to 2 (eV/Å):
-0.13 1.69 -3.33
1.63 -0.15 -0.16

## Properties
Energy relative to the best compared isomer or geometry (same formula, charge and spin)   206.5 kJ/mol
SMILES   CC=P(C)(C)N
HOMO   -6.63 eV
HOMO-LUMO gap   7.5 eV
LUMO   0.87 eV
Multiplicity   1
Charge   0

***

Molecular formula: C35H55N2O2P2V
Method: DFT, ωB97M-V/def2-TZVPD

Atoms and positions in Å:
1 C 2.214039 1.244145 1.805351
2 C 0.102723 2.219180 1.490359
3 C 2.704636 2.401578 2.387955
4 C 0.454742 3.256435 2.363233
5 C 1.776301 3.360970 2.802418
6 H 3.773350 2.509780 2.590008
7 H -0.316188 3.988810 2.638371
8 H 2.080151 4.202894 3.426280
9 N 0.900212 1.096435 1.499380
10 P 2.226720 -1.424929 1.269904
11 P -2.258338 1.338663 -0.071485
12 C 3.100996 0.211580 1.205248
13 H 3.270629 0.431172 0.134312
14 H 4.093935 0.166591 1.662640
15 C -0.815679 2.430162 0.326945
16 H -1.154753 3.534594 0.294413
17 C -2.887791 2.552168 -1.425306
18 C -3.781926 0.696390 1.022421
19 C 2.882576 -2.398790 -0.186218
20 C 2.777291 -2.067818 2.920068
21 C -2.714308 1.797981 -2.752240
22 H -3.269170 0.844156 -2.767931
23 H -3.091350 2.434555 -3.571524
24 H -1.663367 1.564504 -2.967000
25 C -4.328874 3.030041 -1.245148
26 H -5.102872 2.256417 -1.261453
27 H -4.420948 3.632421 -0.330866
28 H -4.533662 3.700862 -2.093878
29 C -2.089230 3.871842 -1.394542
30 H -2.362908 4.502263 -2.243139
31 H -2.345699 4.446819 -0.485513
32 H -1.003243 3.723907 -1.415685
33 C -4.653924 -0.056524 0.004477
34 H -4.043873 -0.838125 -0.483522
35 H -5.491178 -0.553130 0.521370
36 H -5.072982 0.574592 -0.786479
37 C -3.282169 -0.356122 2.002960
38 H -2.886071 -1.225993 1.457989
39 H -2.516727 0.020855 2.695608
40 H -4.124432 -0.731056 2.615179
41 C -4.487251 1.802850 1.809348
42 H -5.016759 2.535236 1.189436
43 H -5.252294 1.330850 2.449154
44 H -3.790649 2.334497 2.477795
45 C 2.402074 -3.556784 3.026740
46 H 2.593998 -3.896306 4.058506
47 H 1.336002 -3.734083 2.807572
48 H 3.020894 -4.183749 2.369044
49 C 2.070874 -1.253310 4.022912
50 H 2.327180 -0.182795 3.960142
51 H 0.977310 -1.356667 4.001503
52 H 2.430241 -1.621667 4.999841
53 C 4.287198 -1.879977 3.153732
54 H 4.549170 -2.392309 4.093606
55 H 4.911727 -2.305456 2.362770
56 H 4.550943 -0.821718 3.286090
57 C 2.729350 -1.569401 -1.478687
58 H 3.431087 -0.722336 -1.498984
59 H 2.967054 -2.223971 -2.334838
60 H 1.712350 -1.162808 -1.618950
61 C 2.080012 -3.704659 -0.317778
62 H 1.009662 -3.504286 -0.473772
63 H 2.465712 -4.255920 -1.189340
64 H 2.189943 -4.346504 0.565450
65 C 4.369916 -2.698716 0.036577
66 H 4.955085 -1.774721 0.170092
67 H 4.542570 -3.377737 0.883327
68 H 4.750386 -3.204923 -0.863703
69 V 0.175107 -0.539864 0.580022
70 C -0.550329 -1.505604 1.945156
71 O -1.011429 -2.203421 2.795734
72 N 0.153437 0.399423 -1.140957
73 C 0.070440 1.669292 -1.192595
74 C 0.794249 2.499743 -2.156141
75 C 1.091968 1.886588 -3.395439
76 C 1.401118 3.735738 -1.809680
77 C 1.893403 2.553051 -4.335928
78 H 0.739064 0.855689 -3.559057
79 C 2.164260 4.432046 -2.776145
80 H 1.306387 4.126873 -0.779995
81 C 2.385932 3.848438 -4.043288
82 H 2.124851 2.054868 -5.282562
83 H 2.587277 5.423291 -2.541214
84 H 2.977182 4.380254 -4.797802
85 C -1.997006 -3.512006 -2.846739
86 C -2.394975 -4.367698 -1.626948
87 C -2.097942 -3.471682 -0.429318
88 O -1.095321 -2.515644 -0.825853
89 C -1.099655 -2.411342 -2.282715
90 H -1.486391 -4.089596 -3.618677
91 H -2.889640 -3.065743 -3.305175
92 H -1.776780 -5.277909 -1.588173
93 H -3.439099 -4.680240 -1.669637
94 H -3.026089 -2.936740 -0.151504
95 H -1.737950 -4.033117 0.442481
96 H -0.052493 -2.511481 -2.649004
97 H -1.470000 -1.406112 -2.561387

Forces on atoms 1 to 2 (eV/Å):
-0.19 0.76 -0.34
0.86 -0.58 -0.42

## Properties
⟨S²⟩   3.774
HOMO (alpha / beta)   -9.46 / -9.82 eV
HOMO-LUMO gap (alpha / beta)   6.7 / 6.5 eV
LUMO (alpha / beta)   -2.80 / -3.33 eV
Multiplicity   4
Charge   +1

***

Molecular formula: C30H36MnN4O5S2Te
Method: DFT, ωB97M-V/def2-TZVPD

Atoms and positions in Å:
1 Mn 0.140409 2.500478 -1.638133
2 N -0.419956 4.133425 -2.806433
3 C 0.652615 4.446280 -3.763935
4 C 1.991553 4.279731 -3.056691
5 N 2.052445 3.016347 -2.311162
6 C 2.661256 1.864633 -2.987092
7 C 1.645278 1.151850 -3.859549
8 N 0.430645 0.928211 -3.058072
9 H -1.306113 3.955548 -3.264851
10 H -0.573616 4.901053 -2.157663
11 H 0.571200 5.456580 -4.174480
12 H 0.564991 3.748524 -4.596728
13 H 2.106259 5.086958 -2.329660
14 H 2.813281 4.367661 -3.775448
15 H 2.584961 3.160685 -1.441825
16 H 2.991388 1.189572 -2.193303
17 H 3.540733 2.149318 -3.575226
18 H 2.074555 0.220424 -4.241491
19 H 1.375368 1.760109 -4.724549
20 H 0.616712 0.227516 -2.341926
21 H -0.325810 0.573042 -3.631233
22 Te 3.044700 -1.013886 0.347145
23 C 1.451863 -2.275177 -0.263865
24 C 0.731372 -3.001183 0.681327
25 C -0.268050 -3.879198 0.284700
26 C -0.579044 -4.021073 -1.060794
27 C 0.122161 -3.289824 -2.008534
28 C 1.138709 -2.429415 -1.611080
29 C 4.325225 -2.680517 0.660944
30 C 5.080092 -3.195102 -0.389622
31 C 5.908717 -4.290899 -0.190356
32 C 5.994727 -4.878591 1.063877
33 C 5.252388 -4.366472 2.117915
34 C 4.422884 -3.270782 1.917501
35 H 0.971625 -2.899096 1.733498
36 H -0.805157 -4.452112 1.030724
37 H -1.360055 -4.704091 -1.370223
38 H -0.107084 -3.405397 -3.060851
39 H 1.714339 -1.893545 -2.357776
40 H 5.019370 -2.736527 -1.368917
41 H 6.489810 -4.684200 -1.015093
42 H 6.642803 -5.731466 1.220262
43 H 5.320953 -4.817185 3.100037
44 H 3.850398 -2.870022 2.745001
45 C -3.421246 -2.269403 0.984558
46 O -4.044923 -1.291614 1.813193
47 C -3.449948 -1.088731 3.028057
48 C -4.104857 -1.518466 4.173537
49 C -3.559003 -1.286014 5.426050
50 C -2.347792 -0.618412 5.544227
51 C -1.696425 -0.170589 4.407530
52 C -2.248586 -0.388704 3.150976
53 N -1.513590 0.052065 2.019613
54 C -1.837570 0.841646 1.014446
55 C -2.964439 1.602103 0.707275
56 C -4.093454 1.806078 1.553759
57 C -5.115750 2.620404 1.185449
58 C -5.059838 3.269103 -0.073865
59 C -3.996445 3.122972 -0.908078
60 C -2.871471 2.305619 -0.555805
61 O -1.886017 2.230929 -1.353598
62 H -3.399104 -3.239325 1.489037
63 H -2.404573 -1.982309 0.713637
64 H -4.028923 -2.340233 0.086002
65 H -5.046881 -2.037751 4.054953
66 H -4.079471 -1.630019 6.309992
67 H -1.916303 -0.434105 6.518494
68 H -0.763568 0.377176 4.473621
69 H -0.517036 -0.131322 2.062514
70 H -1.025705 0.920703 0.305719
71 H -4.125273 1.322310 2.516459
72 H -5.962211 2.775754 1.839378
73 H -5.882420 3.908952 -0.372401
74 H -3.956480 3.635851 -1.860868
75 O 0.977915 1.171067 -0.297653
76 S 1.278742 2.249146 0.761879
77 O 0.481710 3.406541 0.221223
78 O 0.826952 1.796118 2.059707
79 S 3.203100 2.680256 0.724611

Forces on atoms 1 to 2 (eV/Å):
0.21 -0.35 -0.08
0.05 0.12 0.18

## Properties
Energy relative to the best compared isomer or geometry (same formula, charge and spin)   0.0 kJ/mol
⟨S²⟩   0.794
HOMO (alpha / beta)   -7.39 / -7.09 eV
HOMO-LUMO gap (alpha / beta)   7.1 / 6.8 eV
LUMO (alpha / beta)   -0.26 / -0.26 eV
Multiplicity   2
Charge   0

***

Molecular formula: C12H38MnO12
Method: DFT, ωB97M-V/def2-TZVPD

Atoms and positions in Å:
1 Mn 2.520431 -1.248630 -1.117454
2 C 3.380995 0.654315 -4.581544
3 C 3.035302 -0.071870 -3.315382
4 O 3.324925 0.424351 -2.184302
5 O 2.427213 -1.177821 -3.369081
6 H 2.490189 1.183230 -4.922759
7 H 3.715460 -0.015944 -5.368005
8 H 4.170581 1.379471 -4.391182
9 C -1.073238 -0.425653 0.372523
10 C 0.219307 -0.663191 -0.331438
11 O 1.182265 0.162364 -0.255737
12 O 0.376188 -1.684100 -1.069992
13 H -1.854209 -0.456891 -0.389323
14 H -1.062005 0.488139 0.958121
15 H -1.316679 -1.252757 1.044932
16 C -4.353352 0.973482 1.449824
17 O -4.810879 0.586897 0.168530
18 H -3.857821 1.938133 1.366043
19 H -5.157127 1.028254 2.190493
20 H -3.609945 0.270688 1.850880
21 H -4.991793 -0.354806 0.141399
22 C -1.907236 -3.949030 0.384848
23 O -1.586658 -3.804236 1.757186
24 H -2.612254 -3.188794 0.037699
25 H -1.037520 -3.880205 -0.271998
26 H -2.355674 -4.927572 0.208814
27 H -0.684157 -3.486373 1.822500
28 C -2.165025 -1.065280 4.499476
29 O -1.781733 0.027191 5.299838
30 H -1.853586 -0.937841 3.455514
31 H -1.755744 -2.003945 4.887571
32 H -3.251058 -1.137316 4.505495
33 H -0.819679 0.131973 5.220328
34 C 0.386824 -4.446093 -3.698370
35 O -0.558207 -3.392000 -3.677153
36 H 0.316583 -4.983886 -4.641405
37 H 1.425635 -4.137208 -3.548379
38 H 0.137329 -5.166580 -2.906382
39 H -0.370470 -2.842582 -2.905888
40 C 3.503824 2.330518 1.095662
41 O 2.128102 2.260740 1.468612
42 H 3.902558 3.334728 1.248802
43 H 4.093153 1.602799 1.658845
44 H 3.571071 2.180789 0.011303
45 H 1.787908 1.590279 0.859833
46 C 1.649458 3.619594 -1.725346
47 O 0.816721 4.226397 -2.708181
48 H 2.681571 3.944198 -1.875084
49 H 1.300385 3.786822 -0.704297
50 H 1.632001 2.544370 -1.900710
51 H 0.968429 5.172785 -2.762765
52 C -1.853279 2.756981 -0.984449
53 O -1.872853 3.908503 -1.814374
54 H -1.836436 3.057586 0.068434
55 H -2.783418 2.193183 -1.124386
56 H -1.035346 2.081583 -1.245263
57 H -0.995187 3.994163 -2.219776
58 C 1.339127 -0.511786 3.637113
59 O 1.028435 -0.125431 4.968591
60 H 1.335889 -1.605276 3.544057
61 H 0.532971 -0.167523 2.987849
62 H 2.266543 -0.077814 3.258875
63 H 1.555173 -0.646055 5.580427

Forces on atoms 1 to 2 (eV/Å):
-1.04 1.26 -1.83
0.19 0.39 0.13

## Properties
Energy relative to the best compared isomer or geometry (same formula, charge and spin)   0.0 kJ/mol
⟨S²⟩   8.753
HOMO (alpha / beta)   -9.54 / -9.54 eV
HOMO-LUMO gap (alpha / beta)   7.6 / 7.5 eV
LUMO (alpha / beta)   -1.92 / -2.06 eV
Multiplicity   6
Charge   0